This record from OMol25 describes C3H3KO3 as an isolated structure at a distorted geometry. The level of theory is ωB97M-V/def2-TZVPD.

**Charge**: +1
**Relative energy (zero: lowest compared OMol25 entry of this formula, charge and spin)**: 41.90 kcal/mol
**LUMO level (spin up / spin down)**: -3.92 / -6.57 eV
**Energy**: -941.4676 hartree
**Multiplicity**: 2

Each line ends with the Mulliken spin population.
Atoms and positions in Å:
1 C -1.0447 -1.1222 0.7195  0.481
2 C -1.2350 -2.2988 0.0388  0.036
3 O -1.8669 -0.1223 0.5769  0.162
4 H -0.4852 -3.0841 0.1194  -0.002
5 H -1.9395 -2.3254 -0.7964  0.017
6 H -2.6043 -0.2261 1.2181  -0.008
7 O 0.8745 0.6639 0.7628  0.091
8 C 0.7756 -0.4563 1.2575  -0.018
9 O 1.4502 -1.2149 1.8828  0.244
10 K -0.5613 2.3978 -0.6833  -0.003

Atoms 1-6, force components in eV/Å:
-0.035 -3.399 -2.310
2.081 1.586 1.186
-1.049 1.749 1.232
-0.376 0.053 0.125
-0.089 0.027 0.543
0.218 0.231 -0.484